Entry from OMol25: a structure of composition C40H53BBr2N7O4Ta (ωB97M-V/def2-TZVPD).

Cartesian coordinates (Å):
Ta -1.74 0.18 -0.35
C -0.53 -4.36 2.33
C -1.14 -3.08 1.76
C -2.49 -3.39 1.12
C -0.14 -2.55 0.80
C 1.10 -3.16 0.55
C 1.81 -2.40 -0.37
C 3.23 -2.74 -0.83
C 3.87 -1.96 -1.98
C 4.13 -2.79 0.42
N 1.06 -1.27 -0.64
N -0.13 -1.34 0.14
B 1.73 0.18 -0.58
N 0.46 1.09 -0.87
N -0.34 1.54 0.23
C -0.45 2.90 0.20
C 0.23 3.38 -1.00
C 0.62 2.22 -1.67
C 1.05 2.23 -3.16
C 2.34 1.48 -3.54
C 1.09 3.74 -3.60
C -0.96 3.75 1.27
C -2.07 4.69 0.65
C -1.42 2.97 2.51
N 2.50 0.35 0.83
N 1.78 -0.12 1.95
C 2.55 0.09 3.01
C 3.75 0.72 2.61
C 3.69 0.93 1.20
C 4.73 1.72 0.47
C 5.43 0.98 -0.72
C 5.90 1.96 1.50
C 2.11 -0.18 4.42
C 0.59 -0.25 4.53
C 2.59 1.06 5.25
H -1.30 -4.97 2.82
H 0.33 -4.20 3.10
H -0.11 -4.96 1.51
H -1.24 -2.40 2.63
H -2.29 -3.85 0.10
H -3.08 -2.45 1.02
H -3.04 -4.13 1.69
H 1.56 -4.05 1.04
H 3.16 -3.78 -1.17
H 3.96 -0.86 -1.84
H 3.31 -2.07 -2.89
H 4.91 -2.32 -2.12
H 4.26 -1.79 0.94
H 5.12 -3.23 0.14
H 3.73 -3.47 1.21
H 2.62 0.27 -1.45
H 0.49 4.40 -1.29
H 0.18 1.84 -3.73
H 3.14 1.85 -2.96
H 2.48 1.64 -4.62
H 2.18 0.44 -3.30
H 1.89 4.31 -3.08
H 0.10 4.19 -3.45
H 1.33 3.83 -4.67
H -0.07 4.39 1.52
H -2.81 4.08 0.06
H -1.54 5.43 -0.03
H -2.66 5.30 1.38
H -2.33 2.42 2.25
H -1.62 3.64 3.36
H -0.69 2.15 2.73
H 4.53 1.08 3.21
H 4.21 2.68 0.15
H 5.97 0.13 -0.34
H 6.18 1.64 -1.19
H 4.66 0.62 -1.42
H 6.45 1.04 1.67
H 5.57 2.41 2.45
H 6.62 2.69 1.06
H 2.59 -1.07 4.78
H 0.22 0.78 4.40
H 0.29 -0.63 5.47
H 0.21 -0.92 3.73
H 2.43 2.03 4.74
H 3.63 0.99 5.58
H 2.04 1.13 6.20
Br -9.06 1.91 -0.83
C -7.68 1.20 0.19
C -8.08 0.45 1.31
N -7.26 -0.20 2.14
C -5.94 0.00 2.02
C -5.37 0.74 0.97
C -6.31 1.43 0.08
C -3.98 0.64 0.63
O -3.19 -0.26 1.11
O -3.46 1.40 -0.25
H -9.13 0.25 1.51
H -5.34 -0.38 2.83
H -5.84 2.00 -0.73
Br -2.73 0.14 -5.81
C -3.43 -1.41 -4.91
C -4.18 -2.25 -5.70
C -3.98 -3.59 -5.63
C -3.22 -4.14 -4.60
C -2.60 -3.29 -3.72
C -2.73 -1.90 -3.75
C -2.31 -1.06 -2.58
O -2.53 -1.55 -1.38
O -1.76 0.09 -2.55
H -4.81 -1.82 -6.49
H -4.51 -4.34 -6.20
H -3.10 -5.23 -4.56
H -1.95 -3.66 -2.94

Properties
Frontier orbital gap   4.5 eV
Charge   +2
Molar mass   1047.48 Da
F_max   3.84 eV/A

Entry from OMol25: a structure of composition C20H31As2HfN6O11P2S (ωB97M-V/def2-TZVPD).

Cartesian coordinates (Å):
Hf -0.99 0.86 -0.12
C -3.05 3.75 -2.46
As -1.45 3.48 -1.41
C -1.60 4.90 -0.10
C 0.01 4.11 -2.51
C 0.12 5.45 -2.87
C 1.23 5.90 -3.56
C 2.24 5.02 -3.90
C 2.14 3.68 -3.57
C 1.02 3.22 -2.88
As 0.69 1.35 -2.55
C -0.50 1.01 -4.05
C 2.27 0.44 -3.19
H -3.13 4.80 -2.74
H -3.91 3.47 -1.85
H -3.03 3.13 -3.35
H -1.73 5.85 -0.61
H -0.70 4.92 0.52
H -2.47 4.71 0.52
H -0.66 6.16 -2.60
H 1.31 6.95 -3.84
H 3.12 5.37 -4.43
H 2.93 2.99 -3.85
H -0.13 1.55 -4.91
H -1.52 1.33 -3.82
H -0.52 -0.06 -4.27
H 2.37 0.64 -4.26
H 2.16 -0.63 -3.03
H 3.17 0.79 -2.67
O -2.53 3.45 2.79
P -1.96 2.19 2.07
O -2.75 1.69 0.85
O -0.58 2.43 1.50
O -2.03 1.04 3.18
P -1.59 -0.47 2.70
O -2.73 -0.93 1.69
O -1.40 -1.40 3.81
O -0.49 -0.16 1.68
H -3.12 3.30 3.53
H -3.57 -1.22 2.05
N 0.13 -3.76 -2.96
C -0.73 -2.99 -2.99
N -1.72 -2.10 -3.06
C -1.89 -1.21 -2.20
N -2.09 -0.28 -1.49
C -0.77 -6.03 4.91
C -0.38 -4.84 4.06
S 1.37 -4.55 4.18
O 2.06 -5.65 3.55
O 1.68 -4.18 5.53
C 1.64 -3.11 3.16
C 1.90 -3.49 1.70
N 1.70 -2.30 0.85
C 0.56 -2.03 0.20
N 0.62 -0.85 -0.44
C 1.88 -0.36 -0.15
C 2.54 -1.24 0.63
N 3.87 -1.09 1.14
O 4.48 -0.11 0.76
O 4.28 -1.92 1.92
C -0.61 -2.94 0.27
H -1.84 -6.21 4.83
H -0.53 -5.85 5.96
H -0.24 -6.93 4.59
H -0.86 -3.91 4.39
H -0.60 -5.01 3.00
H 2.50 -2.61 3.59
H 0.76 -2.47 3.28
H 1.21 -4.25 1.35
H 2.90 -3.86 1.57
H 2.26 0.59 -0.49
H -0.81 -3.22 1.31
H -0.42 -3.85 -0.31
H -1.50 -2.46 -0.11

Properties
Frontier orbital gap   8.7 eV
Charge   +1
Molar mass   953.85 Da
F_max   1.02 eV/A

Entry from OMol25: a structure of composition CH5BrN2 (ωB97M-V/def2-TZVPD).

Cartesian coordinates (Å):
C 0.75 1.02 -0.26
N -1.07 -1.02 -0.13
N -0.73 0.04 0.63
Br 2.45 0.17 0.29
H 0.46 0.56 -1.22
H 0.70 1.91 0.30
H -1.67 -0.64 -0.81
H -0.59 -1.77 -0.39
H -0.29 -0.26 1.58

Properties
Frontier orbital gap   9.1 eV
Charge   0
Molar mass   124.97 Da
F_max   5.44 eV/A

Entry from OMol25: a structure of composition C32H28FeN5P2S4 (ωB97M-V/def2-TZVPD).

Cartesian coordinates (Å):
Fe 2.33 0.51 0.04
N 1.51 3.93 -2.86
C 1.94 2.80 -2.20
S 2.87 2.99 -0.79
N 1.56 1.68 -2.80
N 1.97 0.57 -2.14
C 2.04 -0.52 -2.80
C 2.53 -1.71 -2.11
C 2.74 -2.92 -2.77
C 3.25 -3.98 -2.04
C 3.55 -3.80 -0.70
C 3.31 -2.56 -0.12
N 2.80 -1.55 -0.81
H 1.99 4.78 -2.64
H 1.24 3.79 -3.82
H 1.81 -0.57 -3.87
H 2.50 -3.02 -3.82
H 3.43 -4.93 -2.52
H 3.97 -4.60 -0.10
H 3.54 -2.35 0.92
S 5.38 -0.74 3.30
C 4.43 -0.10 2.10
S 2.70 0.16 2.38
S 4.95 0.34 0.53
N -1.18 0.44 -0.39
P -0.28 1.82 0.23
C -0.89 1.84 1.95
C -2.20 1.48 2.29
C -2.59 1.48 3.61
C -1.69 1.85 4.61
C -0.40 2.21 4.28
C 0.01 2.20 2.95
C -1.21 3.20 -0.51
C -0.63 4.46 -0.40
C -1.27 5.57 -0.93
C -2.47 5.42 -1.60
C -3.05 4.17 -1.73
C -2.42 3.06 -1.18
P -0.19 -0.91 0.06
C -0.59 -2.16 -1.21
C -1.13 -1.88 -2.46
C -1.29 -2.89 -3.40
C -0.91 -4.19 -3.10
C -0.36 -4.47 -1.85
C -0.20 -3.47 -0.92
C -1.11 -1.57 1.49
C -2.46 -1.89 1.41
C -3.13 -2.33 2.54
C -2.45 -2.46 3.75
C -1.10 -2.15 3.82
C -0.42 -1.70 2.69
H -1.18 0.54 -1.40
H -2.89 1.18 1.51
H -3.60 1.18 3.88
H -2.00 1.83 5.65
H 0.32 2.46 5.05
H 1.04 2.41 2.69
H 0.33 4.57 0.08
H -0.81 6.55 -0.84
H -2.97 6.29 -2.03
H -3.99 4.05 -2.25
H -2.89 2.08 -1.26
H -1.44 -0.88 -2.73
H -1.72 -2.66 -4.37
H -1.04 -4.98 -3.83
H -0.05 -5.48 -1.61
H 0.25 -3.70 0.04
H -2.99 -1.77 0.48
H -4.19 -2.57 2.48
H -2.98 -2.80 4.63
H -0.57 -2.23 4.76
H 0.62 -1.42 2.75

Properties
Frontier orbital gap (spin up / spin down)   5.6 / 5.9 eV
Charge   -1
Molar mass   728.67 Da
⟨S²⟩   6.026
Multiplicity   5
F_max   1.00 eV/A

Entry from OMol25: a structure of composition C22H27F6MgN3O4Te (ωB97M-V/def2-TZVPD).

Cartesian coordinates (Å):
Mg 0.30 1.34 -0.71
N 1.64 2.33 -3.21
C 2.80 1.43 -3.01
C 3.33 1.62 -1.58
O 4.55 1.82 -1.42
N 2.37 1.61 -0.67
C 2.66 2.23 0.61
C 1.50 3.16 1.03
O 1.67 3.91 1.99
O 0.40 3.00 0.38
H 1.86 3.10 -3.84
H 1.47 2.78 -2.31
H 3.60 1.67 -3.71
H 2.49 0.40 -3.17
H 3.58 2.81 0.59
H 2.76 1.51 1.43
C -3.67 -0.19 0.87
C -2.83 0.88 1.57
C -2.48 1.98 0.57
C -1.69 0.29 2.38
C -1.83 0.35 3.77
C -0.93 -0.25 4.62
C 0.13 -0.95 4.08
C 0.34 -1.04 2.70
C 1.55 -1.91 2.33
C 1.15 -3.37 2.06
C 2.52 -1.43 1.26
C -0.57 -0.38 1.83
N -0.37 -0.35 0.43
C -0.70 -1.46 -0.28
C -1.56 -2.50 0.13
C -1.88 -3.56 -0.70
C -1.35 -3.65 -1.99
C -0.48 -2.66 -2.42
C -0.17 -1.64 -1.57
F 0.75 -0.70 -1.95
H -4.59 0.25 0.48
H -3.94 -1.00 1.56
H -3.12 -0.63 0.04
H -3.48 1.35 2.32
H -2.07 1.57 -0.36
H -1.78 2.71 0.97
H -3.40 2.51 0.28
H -2.68 0.89 4.18
H -1.05 -0.17 5.70
H 0.85 -1.42 4.74
H 2.13 -1.94 3.26
H 0.73 -3.50 1.06
H 0.41 -3.72 2.79
H 2.03 -4.01 2.14
H 2.05 -1.29 0.29
H 3.31 -2.18 1.14
H 2.99 -0.49 1.53
H -1.98 -2.47 1.13
H -2.55 -4.33 -0.34
H -1.62 -4.47 -2.65
H -0.03 -2.66 -3.41
F -1.70 0.38 -4.58
Te -0.59 1.82 -3.98
F -2.23 2.65 -4.50
F 0.04 2.44 -5.66
F 0.62 0.40 -4.47
F -0.31 3.71 -3.55
O -0.96 1.47 -2.25

Properties
Frontier orbital gap   6.6 eV
Charge   -2
Molar mass   663.37 Da
F_max   0.61 eV/A

> Look up the F_max of the first one.

3.84 eV/A